Arrangement w

# C3H13N2

A cluster of 2 separate species, C3H13N2 in total (ωB97M-V/def2-TZVPD, the OMol25 dataset).

ORCA input file:
```
! wB97M-V def2-TZVPD RIJCOSX def2/J DEFGRID3
* xyz 1 1
C 1.333 -2.370 -1.027
N 1.595 -0.997 -0.404
H 2.200 -2.513 -1.688
H 1.409 -3.123 -0.172
H 0.405 -2.342 -1.723
H -0.011 -0.130 -0.086
H 2.146 -0.539 -1.126
H 2.267 -1.019 0.345
C -0.790 2.415 0.610
C -1.273 0.961 0.975
N -1.028 0.088 -0.109
H -1.608 2.926 0.195
H -0.766 2.824 1.663
H 0.177 2.569 0.232
H -0.860 0.589 1.987
H -2.354 1.028 1.260
H -1.406 -0.830 0.023
H -1.436 0.465 -0.953
*
```

Summary:
**E_HOMO**: -14.38 eV
**Orbital gap**: 11.219 eV


Arrangement x

# C3H13N2

A cluster of 2 separate species, C3H13N2 in total (ωB97M-V/def2-TZVPD, the OMol25 dataset).

ORCA input file:
```
! wB97M-V def2-TZVPD RIJCOSX def2/J DEFGRID3
* xyz 1 1
C 0.033 2.496 -0.554
N 1.010 1.453 -0.156
H 0.363 3.512 -0.344
H -0.204 2.402 -1.604
H -0.909 2.319 -0.032
H 1.642 1.897 0.511
H 1.664 1.331 -0.926
H -0.015 0.044 0.378
C -1.529 -1.313 -0.045
N -0.296 -0.922 0.659
C 0.842 -1.821 0.327
H -1.346 -1.467 -1.096
H -1.927 -2.250 0.360
H -2.357 -0.629 0.119
H -0.404 -0.961 1.669
H 1.760 -1.433 0.752
H 0.964 -1.836 -0.751
H 0.708 -2.821 0.733
*
```

Summary:
**E_HOMO**: -14.53 eV
**Orbital gap**: 11.554 eV


Relative to the most stable structure, the computed energies are arrangement w 19.2; arrangement x 0.0, all in kcal/mol.


Arrangement w

# C3H13N2

A cluster of 2 separate species, C3H13N2 in total (ωB97M-V/def2-TZVPD, the OMol25 dataset).

ORCA input file:
```
! wB97M-V def2-TZVPD RIJCOSX def2/J DEFGRID3
* xyz 1 1
C 2.180 -2.056 0.378
N 2.796 -0.787 -0.004
H 1.091 -2.020 0.476
H 2.619 -2.322 1.340
H 2.473 -2.846 -0.310
H 2.352 -0.287 -0.759
H 2.865 -0.134 0.751
C -2.592 1.120 -0.796
N -1.621 1.213 0.327
C -0.303 0.544 0.074
H -3.366 1.869 -0.642
H -2.092 1.374 -1.728
H -3.004 0.119 -0.859
H -2.020 0.851 1.195
H -1.415 2.200 0.507
H -0.472 -0.527 0.017
H 0.387 0.765 0.883
H 0.122 0.921 -0.851
*
```

Summary:
**E_HOMO**: -12.28 eV
**Orbital gap**: 8.478 eV


Arrangement x

# C3H13N2

A cluster of 2 separate species, C3H13N2 in total (ωB97M-V/def2-TZVPD, the OMol25 dataset).

ORCA input file:
```
! wB97M-V def2-TZVPD RIJCOSX def2/J DEFGRID3
* xyz 1 1
N 1.618 -1.833 -2.252
H 1.209 -1.274 -3.002
H 1.192 -1.122 -0.731
H 1.254 -2.771 -2.397
H 2.604 -1.895 -2.494
C -0.332 0.212 0.052
C -0.694 0.823 1.392
C -1.773 1.894 1.239
N 0.855 -0.715 0.199
H -0.023 0.975 -0.656
H -1.152 -0.378 -0.349
H 0.195 1.275 1.839
H -1.046 0.043 2.066
H -2.688 1.455 0.848
H -1.438 2.682 0.573
H -1.992 2.335 2.205
H 0.609 -1.502 0.802
H 1.603 -0.205 0.666
*
```

Summary:
**E_HOMO**: -15.56 eV
**Orbital gap**: 12.428 eV


Relative to the most stable structure, the computed energies are arrangement w 38.9; arrangement x 0.0, all in kcal/mol.


Arrangement w

# C3H4N2S

The molecule C3H4N2S (ωB97M-V/def2-TZVPD, the OMol25 dataset).

ORCA input file:
```
! wB97M-V def2-TZVPD RIJCOSX def2/J DEFGRID3
* xyz 0 1
C 1.106 -0.917 -0.046
C 1.287 0.413 0.129
C -0.884 -0.116 -0.157
N -0.194 -1.229 -0.182
N 0.001 1.030 0.025
S -2.595 0.284 -0.352
H 1.942 -1.567 0.012
H 2.252 0.864 0.291
H 0.145 2.123 0.167
H -3.060 -0.885 0.113
*
```

Summary:
**E_HOMO**: -8.34 eV
**Orbital gap**: 9.107 eV
**Structure (SMILES)**: Sc1ncc[nH]1


Arrangement x

# C3H4N2S

The molecule C3H4N2S (ωB97M-V/def2-TZVPD, the OMol25 dataset).

ORCA input file:
```
! wB97M-V def2-TZVPD RIJCOSX def2/J DEFGRID3
* xyz 0 1
C 1.417 -0.422 0.027
C -0.686 0.702 -0.126
C -2.098 0.404 0.042
H 1.398 0.168 1.150
H 2.002 0.046 -0.747
H 1.785 -1.518 0.099
H -0.557 -1.265 -0.001
N -0.094 -0.447 -0.308
N -3.235 0.259 -0.054
S 0.068 2.073 -0.083
*
```

Summary:
**E_HOMO**: -9.29 eV
**Orbital gap**: 9.006 eV
**Structure (SMILES)**: CNC(=S)C#N


Relative to the most stable structure, the computed energies are arrangement w 0.0; arrangement x 17.0, all in kcal/mol.


Arrangement w

# C5H6N2O3

A structure of composition C5H6N2O3 (ωB97M-V/def2-TZVPD, the OMol25 dataset).

ORCA input file:
```
! wB97M-V def2-TZVPD RIJCOSX def2/J DEFGRID3
* xyz 0 1
C -0.030 0.854 -1.518
C 1.080 0.844 -0.786
C 0.088 -0.700 0.828
C -1.236 0.098 -0.736
C -2.039 0.276 0.995
N 1.091 0.304 0.509
N -0.985 -0.152 1.689
O -2.225 -0.154 -1.642
O -0.569 -1.127 -0.298
O -3.151 0.608 1.235
H -0.227 1.261 -2.484
H 2.030 1.224 -1.126
H 0.550 -1.552 1.339
H 2.014 0.099 0.861
H -0.985 -0.298 2.689
H -2.836 -0.817 -1.290
*
```

Summary:
**E_HOMO**: -8.54 eV
**Orbital gap**: 9.092 eV


Arrangement x

# C5H6N2O3

A structure of composition C5H6N2O3 (ωB97M-V/def2-TZVPD, the OMol25 dataset).

ORCA input file:
```
! wB97M-V def2-TZVPD RIJCOSX def2/J DEFGRID3
* xyz 0 1
N -2.296 -1.752 2.593
C -2.343 -0.459 3.119
C -3.109 -0.033 4.345
C -3.589 0.454 3.021
O -2.896 1.568 2.471
C -1.490 0.696 2.634
O -0.472 1.239 2.925
C -4.830 0.076 2.393
N -5.780 -0.230 1.808
H -2.043 -1.754 1.610
H -1.714 -2.378 3.139
H -3.666 -0.848 4.808
H -2.699 0.727 5.011
O -1.711 0.371 0.543
H -2.645 1.117 0.768
H -0.954 0.901 0.270
*
```

Summary:
**E_HOMO**: -9.65 eV
**Orbital gap**: 10.055 eV


Relative to the most stable structure, the computed energies are arrangement w 0.0; arrangement x 43.1, all in kcal/mol.


Arrangement w

# C3H10N2OS

A cluster of 2 separate species, C3H10N2OS in total (ωB97M-V/def2-TZVPD, the OMol25 dataset).

ORCA input file:
```
! wB97M-V def2-TZVPD RIJCOSX def2/J DEFGRID3
* xyz 0 1
C 2.315 -1.007 1.155
C -0.548 1.872 0.225
C -0.987 0.892 -0.725
N -0.818 0.699 -1.920
N -1.868 -1.681 -0.990
O -1.582 -0.666 1.507
S -2.143 -0.447 0.216
H 2.159 -1.988 1.321
H 3.278 -0.904 0.637
H 1.495 -0.426 0.726
H -0.536 1.442 1.154
H 0.504 2.113 -0.121
H -1.078 2.780 0.076
H -1.002 -2.248 -0.860
H -0.103 1.268 -2.480
H 2.667 -0.519 2.042
H -1.753 -1.179 -1.963
*
```

Summary:
**E_HOMO**: -8.57 eV
**Orbital gap**: 9.323 eV


Arrangement x

# C3H10N2OS

A cluster of 2 separate species, C3H10N2OS in total (ωB97M-V/def2-TZVPD, the OMol25 dataset).

ORCA input file:
```
! wB97M-V def2-TZVPD RIJCOSX def2/J DEFGRID3
* xyz 0 1
C 2.087 -0.237 -0.477
C 1.116 -2.302 -2.126
C -2.319 1.680 2.758
N 1.210 -0.051 -1.642
N 0.931 -1.094 -2.403
O -2.124 0.585 0.321
S -1.476 1.794 1.162
H 2.681 0.681 -0.239
H 2.710 -1.046 -0.719
H 1.402 -0.616 0.335
H -2.944 0.555 -0.229
H 1.719 -2.731 -1.292
H 0.932 -3.040 -2.869
H -2.221 0.715 3.342
H -1.733 2.334 3.512
H -3.268 1.992 2.649
H 1.296 0.781 -2.083
*
```

Summary:
**E_HOMO**: -8.47 eV
**Orbital gap**: 9.229 eV
**Structure (SMILES)**: C=NNC.CSO


Relative to the most stable structure, the computed energies are arrangement w 0.0; arrangement x 19.3, all in kcal/mol.


Arrangement w

# C2H6ClN

A cluster of 2 separate species, C2H6ClN in total (ωB97M-V/def2-TZVPD, the OMol25 dataset).

ORCA input file:
```
! wB97M-V def2-TZVPD RIJCOSX def2/J DEFGRID3
* xyz 0 1
C -0.934 0.685 -0.282
C -1.135 -0.595 -0.566
N 1.441 -1.117 0.597
Cl -1.293 -1.794 0.595
H -1.068 1.596 -0.842
H 1.501 -0.134 0.391
H -0.444 0.881 0.669
H -1.506 -0.848 -1.568
H 1.587 -0.971 1.580
H 2.307 -1.797 0.547
*
```

Summary:
**E_HOMO**: -9.18 eV
**Orbital gap**: 10.250 eV
**Structure (SMILES)**: C=CCl.N


Arrangement x

# C2H6ClN

The molecule C2H6ClN (ωB97M-V/def2-TZVPD, the OMol25 dataset).

ORCA input file:
```
! wB97M-V def2-TZVPD RIJCOSX def2/J DEFGRID3
* xyz 0 1
C 0.417 -0.532 -1.144
C -0.558 -0.568 0.004
H 1.865 -0.730 0.150
H 2.339 -1.229 -1.296
H 0.253 -1.449 -1.745
H 0.229 0.419 -1.670
H -1.532 -1.019 -0.079
H -0.059 -1.226 0.869
N 1.805 -0.546 -0.862
Cl -0.875 0.921 0.979
*
```

Summary:
**E_HOMO**: -9.52 eV
**Orbital gap**: 10.516 eV
**Structure (SMILES)**: NCCCl


Relative to the most stable structure, the computed energies are arrangement w 26.5; arrangement x 0.0, all in kcal/mol.